--- a ---
15 unconnected molecules or ions with the total composition H30O15. Source: the Open Molecules 2025 dataset; level of theory: ωB97M-V/def2-TZVPD.

E_HOMO in eV: -9.11
LUMO energy in eV: -0.8

```
45
Properties=species:S:1:pos:R:3:nbo_charge:R:1
O -1.204 -2.383 0.926 -0.948
H -2.070 -2.331 1.352 0.462
H -0.720 -2.307 1.720 0.490
O 0.224 -2.687 -2.317 -0.969
H 0.277 -3.616 -1.959 0.470
H -0.500 -2.309 -1.821 0.486
O 1.872 -2.156 0.066 -0.950
H 2.221 -3.014 0.245 0.476
H 0.943 -2.350 -0.100 0.487
O -2.185 -1.602 -1.578 -0.954
H -2.105 -1.501 -2.538 0.496
H -2.765 -2.297 -1.416 0.480
O 0.424 0.594 0.163 -0.952
H -0.350 0.070 -0.050 0.457
H 1.082 0.227 -0.361 0.483
O 1.276 1.799 3.062 -1.006
H 1.860 1.128 2.725 0.479
H 0.411 1.390 2.962 0.485
O -0.059 0.407 -3.045 -0.963
H -0.902 0.697 -2.698 0.483
H 0.201 1.104 -3.664 0.494
O -1.288 2.779 1.649 -0.968
H -0.619 2.279 1.200 0.487
H -1.083 3.678 1.493 0.477
O 1.196 3.459 0.028 -0.989
H 1.337 2.496 -0.145 0.501
H 1.398 3.599 0.985 0.482
O 2.647 0.965 -0.970 -0.963
H 2.604 0.237 -1.564 0.492
H 3.504 0.919 -0.627 0.468
O -0.788 0.212 3.064 -0.963
H -1.402 0.392 2.354 0.502
H -1.288 -0.146 3.815 0.474
O -3.192 2.288 -0.811 -0.930
H -3.253 1.875 -1.684 0.442
H -2.906 1.580 -0.288 0.478
O 2.624 -0.403 2.142 -0.942
H 3.340 -0.085 1.614 0.455
H 2.304 -0.991 1.463 0.489
O 2.337 -1.099 -2.931 -0.968
H 2.136 -1.889 -2.453 0.484
H 1.439 -0.721 -2.922 0.489
O -2.719 0.170 0.978 -0.947
H -3.618 0.234 1.320 0.491
H -2.640 -0.690 0.616 0.477
```


--- b ---
A molecular structure, H30O15. Source: the Open Molecules 2025 dataset; level of theory: ωB97M-V/def2-TZVPD.

E_HOMO in eV: -7.01
LUMO energy in eV: -0.8

```
45
Properties=species:S:1:pos:R:3:nbo_charge:R:1
H -0.116 0.082 0.025 0.359
H 1.321 0.215 -0.187 0.505
H 0.467 0.793 1.860 0.449
H 1.287 2.049 1.904 0.476
H 2.733 2.197 0.149 0.464
H 3.165 1.300 1.126 0.482
H -0.363 5.062 0.663 0.444
H -0.400 4.212 -0.529 0.446
H -1.148 1.808 -1.957 0.457
H -1.996 0.823 -2.659 0.478
H -0.172 -3.620 1.516 0.480
H 0.096 -3.965 -0.026 0.454
H -0.009 -1.803 -0.871 0.505
H 0.819 -2.963 -1.311 0.444
H 1.912 -0.671 -2.035 0.519
H 0.726 0.302 -2.549 0.470
H -3.737 1.275 1.762 0.458
H -3.105 1.564 0.425 0.457
H -5.635 0.534 -1.606 0.461
H -4.209 0.131 -1.803 0.449
H 0.519 2.293 -0.422 0.469
H -0.238 2.498 0.890 0.466
H 4.158 -1.696 0.551 0.464
H 4.609 -2.669 1.591 0.467
H 3.434 -0.728 -3.603 0.464
H 2.037 -0.250 -3.602 0.449
H -3.043 -1.675 0.552 0.469
H -3.914 -2.501 1.463 0.456
H 0.076 0.165 4.547 0.468
H -0.119 -1.349 4.185 0.465
O 0.587 -0.179 -0.577 -0.928
O 1.178 1.217 2.343 -0.950
O 2.995 1.327 0.180 -0.934
O 0.166 4.438 0.164 -0.903
O -1.460 0.943 -1.856 -0.932
O -0.550 -3.966 0.643 -0.933
O 0.642 -2.064 -1.571 -0.947
O 1.415 0.211 -1.892 -0.913
O -3.867 1.040 0.855 -0.915
O -4.968 -0.094 -1.285 -0.908
O 0.552 2.730 0.369 -0.909
O 3.966 -2.018 1.374 -0.929
O 2.540 -0.870 -3.984 -0.931
O -3.566 -2.490 0.627 -0.926
O 0.477 -0.653 4.605 -0.933
```


--- c ---
15 unconnected molecules or ions with the total composition H30O15. Source: the Open Molecules 2025 dataset; level of theory: ωB97M-V/def2-TZVPD.

E_HOMO in eV: -10.35
LUMO energy in eV: -0.4

```
45
Properties=species:S:1:pos:R:3:nbo_charge:R:1
O -1.334 0.179 -1.165 -0.978
H -0.859 -0.647 -0.840 0.515
H -1.281 0.235 -2.109 0.495
O -0.416 -3.472 3.324 -0.951
H -0.124 -3.299 2.355 0.491
H -0.579 -2.585 3.591 0.461
O 1.482 3.012 0.896 -0.980
H 2.225 3.162 0.218 0.500
H 0.743 3.317 0.431 0.480
O 1.399 -2.243 -0.365 -0.917
H 1.539 -2.771 -1.086 0.463
H 1.756 -1.418 -0.780 0.455
O 2.243 -1.081 2.791 -0.973
H 2.738 -0.311 3.157 0.507
H 2.106 -1.671 3.577 0.500
O 3.060 1.776 -0.945 -0.970
H 3.340 1.330 -0.154 0.500
H 3.533 1.301 -1.625 0.475
O 2.011 1.565 3.221 -0.966
H 2.179 2.417 2.699 0.497
H 1.357 1.261 2.650 0.471
O -0.105 -1.861 -3.231 -0.955
H -0.634 -1.889 -3.998 0.480
H 0.597 -1.278 -3.256 0.471
O -1.144 3.947 -2.392 -0.920
H -1.645 3.477 -3.147 0.458
H -0.446 4.080 -3.029 0.462
O -2.859 -1.695 -1.400 -0.981
H -3.662 -1.477 -1.859 0.469
H -2.692 -0.823 -0.837 0.497
O 1.016 0.959 -3.243 -0.964
H 1.904 0.735 -3.638 0.471
H 1.129 0.886 -2.276 0.495
O 3.745 -0.976 0.562 -1.015
H 3.543 -1.799 0.216 0.468
H 3.178 -0.957 1.445 0.505
O -2.627 0.431 1.098 -0.966
H -3.345 0.344 0.607 0.471
H -1.872 0.972 0.853 0.505
O -4.514 2.590 0.779 -0.988
H -3.910 2.220 1.333 0.495
H -4.392 2.908 -0.081 0.489
O -2.085 -3.296 0.633 -0.992
H -2.604 -3.555 1.377 0.471
H -2.559 -2.689 0.024 0.497
```


--- d ---
15 unconnected molecules or ions with the total composition H30O15. Source: the Open Molecules 2025 dataset; level of theory: ωB97M-V/def2-TZVPD.

E_HOMO in eV: -10.38
LUMO energy in eV: -0.3

```
45
Properties=species:S:1:pos:R:3:nbo_charge:R:1
O 1.589 0.220 -2.119 -1.013
H 2.315 -0.142 -1.579 0.463
H 0.941 -0.491 -2.300 0.513
O 1.033 2.765 -0.447 -0.980
H 1.096 2.153 -1.166 0.511
H 1.583 3.412 -0.922 0.492
O 1.856 0.427 1.596 -0.952
H 1.390 0.237 2.404 0.501
H 2.606 -0.158 1.618 0.471
O -1.738 -1.857 2.265 -0.968
H -1.522 -2.168 1.399 0.491
H -1.957 -2.634 2.752 0.463
O -3.549 -0.421 -0.559 -0.952
H -3.197 0.391 -0.159 0.491
H -4.222 -0.743 0.039 0.482
O 3.804 1.752 -0.619 -0.958
H 3.654 1.733 -1.558 0.478
H 2.995 1.666 -0.098 0.478
O -0.031 -1.732 -2.803 -0.955
H -0.941 -1.595 -2.889 0.476
H -0.060 -2.597 -2.417 0.495
O -2.317 0.822 2.660 -0.943
H -2.041 1.227 1.853 0.467
H -2.472 -0.029 2.357 0.470
O -0.663 3.157 1.784 -0.957
H -0.219 3.013 1.006 0.481
H -0.857 4.094 1.898 0.471
O 0.361 -4.025 -1.523 -0.953
H 1.218 -4.478 -1.550 0.481
H 0.411 -3.492 -0.783 0.491
O -1.769 0.940 -2.417 -0.959
H -2.273 1.738 -2.353 0.462
H -1.484 0.780 -1.510 0.486
O 1.247 -2.344 0.470 -0.946
H 1.205 -2.985 1.215 0.475
H 1.696 -1.668 0.895 0.475
O -1.563 -2.375 -0.416 -1.008
H -2.211 -1.706 -0.730 0.523
H -1.949 -3.248 -0.518 0.488
O 2.484 3.384 1.681 -0.978
H 1.889 4.080 2.009 0.476
H 2.099 2.781 1.042 0.483
O -0.469 0.186 0.133 -1.016
H -0.288 -0.735 -0.077 0.502
H 0.321 0.665 0.437 0.505
```


d wins, 23.7 kJ/mol ahead of the next structure.


--- a ---
15 unconnected molecules or ions with the total composition H30O15. Source: the Open Molecules 2025 dataset; level of theory: ωB97M-V/def2-TZVPD.

E_HOMO in eV: -10.63
LUMO energy in eV: -0.2

```
45
Properties=species:S:1:pos:R:3:nbo_charge:R:1
O 0.337 2.351 1.325 -0.990
H 0.241 3.254 1.605 0.496
H 1.044 2.340 0.644 0.524
O -1.655 3.471 -0.135 -0.976
H -0.970 2.883 0.078 0.475
H -2.490 2.988 0.015 0.496
O 1.874 -1.891 1.896 -1.028
H 2.814 -1.960 2.010 0.490
H 1.538 -2.433 1.128 0.531
O 1.059 -3.425 -0.250 -0.983
H 0.927 -2.774 -0.957 0.516
H 0.436 -4.123 -0.446 0.492
O 3.137 -0.015 -0.712 -0.974
H 3.536 -0.871 -0.861 0.460
H 2.220 -0.194 -0.477 0.498
O -1.636 -2.606 0.184 -0.968
H -1.162 -2.088 0.835 0.511
H -2.532 -2.246 0.068 0.455
O -0.746 -1.044 2.435 -1.002
H 0.155 -1.364 2.568 0.507
H -0.858 -0.188 2.795 0.483
O 0.381 -0.281 -0.127 -0.977
H 0.029 0.279 -0.845 0.487
H -0.056 0.153 0.599 0.483
O -2.860 0.913 0.115 -0.972
H -3.511 0.288 -0.120 0.476
H -2.732 0.901 1.057 0.499
O -1.864 -0.861 -2.191 -0.967
H -1.592 -1.122 -1.338 0.499
H -2.821 -1.009 -2.306 0.474
O 1.517 -1.766 -2.701 -0.969
H 1.315 -0.879 -2.955 0.491
H 2.486 -1.777 -2.803 0.465
O 1.179 0.658 -4.043 -0.955
H 0.520 0.981 -3.487 0.490
H 1.999 1.139 -3.842 0.479
O 2.342 0.750 2.800 -0.975
H 1.673 1.389 2.446 0.471
H 2.115 -0.113 2.540 0.483
O -0.549 1.698 -1.928 -1.022
H -1.216 0.999 -2.002 0.507
H -1.028 2.539 -1.791 0.510
O -1.819 1.504 2.941 -0.966
H -1.234 2.077 2.431 0.492
H -1.559 1.482 3.818 0.485
```


--- b ---
15 unconnected molecules or ions with the total composition H30O15. Source: the Open Molecules 2025 dataset; level of theory: ωB97M-V/def2-TZVPD.

E_HOMO in eV: -8.83
LUMO energy in eV: -0.6

```
45
Properties=species:S:1:pos:R:3:nbo_charge:R:1
O -0.062 0.341 -3.214 -0.949
H 0.868 0.358 -3.308 0.484
H -0.344 0.525 -4.108 0.487
O -1.788 -2.350 0.319 -0.970
H -2.056 -3.054 -0.239 0.450
H -1.877 -1.684 -0.371 0.496
O -2.403 0.356 1.973 -0.939
H -2.939 0.558 2.739 0.476
H -2.974 0.099 1.326 0.473
O 2.282 -0.138 -1.245 -0.972
H 2.550 -0.844 -0.657 0.497
H 2.917 -0.169 -1.970 0.485
O -0.038 0.504 3.453 -0.981
H 0.770 0.860 2.978 0.476
H -0.623 0.538 2.700 0.473
O -2.264 1.687 -0.840 -0.993
H -1.430 1.261 -0.528 0.487
H -2.260 2.658 -0.849 0.480
O 0.437 -2.568 -2.429 -0.947
H -0.308 -2.891 -2.978 0.467
H 0.193 -1.731 -2.051 0.478
O 2.127 2.267 0.184 -0.941
H 2.677 1.883 -0.519 0.492
H 2.352 3.164 0.112 0.486
O -0.578 2.726 1.338 -0.964
H -0.155 3.500 0.896 0.461
H -0.506 1.895 0.848 0.488
O 1.042 -1.642 1.498 -0.926
H 1.899 -1.457 1.899 0.489
H 1.286 -2.430 1.086 0.462
O -2.089 -1.182 -2.006 -0.945
H -2.426 -1.985 -2.414 0.467
H -1.341 -0.853 -2.493 0.493
O 2.387 1.141 2.567 -0.978
H 3.310 1.239 2.879 0.481
H 2.318 1.375 1.646 0.497
O -0.512 -3.813 2.552 -0.940
H -0.516 -3.212 1.866 0.478
H -1.378 -4.203 2.510 0.459
O 0.510 2.839 -1.912 -0.968
H -0.094 2.155 -2.206 0.483
H 0.784 2.416 -1.121 0.463
O -0.199 0.169 0.092 -1.004
H -0.058 -0.695 0.489 0.530
H 0.509 0.385 -0.490 0.479
```


a wins, 206.4 kJ/mol ahead of the next structure.


--- a ---
A molecular structure, CH2IOP. Source: the Open Molecules 2025 dataset; level of theory: ωB97M-V/def2-TZVPD.

E_HOMO in eV: -9.68
LUMO energy in eV: -0.6

```
6
Properties=species:S:1:pos:R:3:nbo_charge:R:1
C 0.377 0.403 0.041 -1.015
O -0.434 -1.983 -0.676 -1.005
P -0.330 -1.222 0.571 1.306
I -1.581 1.340 -0.015 0.160
H 1.074 0.258 -0.935 0.284
H 0.895 1.205 1.013 0.271
```


--- b ---
CH2IOP in the gas phase. Source: the Open Molecules 2025 dataset; level of theory: ωB97M-V/def2-TZVPD.

E_HOMO (alpha / beta) in eV: -9.18 / -6.75
LUMO energy (alpha / beta) in eV: -0.1 / -1.4

```
6
Properties=species:S:1:pos:R:3:nbo_charge:R:1
C -1.163 -0.422 -0.094 -0.461
O 1.507 1.983 0.133 -1.014
P 2.403 0.859 -0.009 0.843
I 0.682 -1.375 -0.072 0.258
H -1.847 -0.775 -0.847 0.186
H -1.581 -0.270 0.889 0.187
```


--- c ---
A molecular structure, CH2IOP. Source: the Open Molecules 2025 dataset; level of theory: ωB97M-V/def2-TZVPD.

E_HOMO in eV: -9.33
LUMO energy in eV: -0.2

```
6
Properties=species:S:1:pos:R:3:nbo_charge:R:1
C 0.899 0.254 0.460 0.205
O 1.773 -0.540 0.457 -0.526
P -0.690 -0.902 -0.113 0.346
I -2.881 0.247 -0.208 -0.145
H -0.469 -0.541 -1.400 -0.035
H 1.368 1.482 0.804 0.155
```


a wins, 38.6 kJ/mol ahead of the next structure.